Record 1
Computed, not measured: a 5-piece molecular cluster, C38H73FN2O17P4S2 overall, with ωB97M-V with the def2-TZVPD basis set.

Last column: Mulliken charge in e.
CARTESIAN COORDINATES (ANGSTROEM)
C  -6.106075  0.838796  2.417062  -1.387
C  -6.092440  -0.419540  3.286106  0.115
S  -5.080557  -1.723805  2.543303  -0.084
C  -4.296996  -2.564254  3.992079  -1.411
C  -2.822169  -2.251077  3.967012  0.595
C  -2.407926  -1.194014  4.770345  -0.618
C  -1.086195  -0.796845  4.783307  -1.017
C  -0.182082  -1.482159  3.994946  0.765
C  -0.559573  -2.556896  3.206005  -0.285
C  -1.902991  -2.955222  3.189904  0.835
C  -2.333383  -4.109835  2.307046  -1.145
C  -2.282364  -3.702509  0.817655  -0.132
F  -3.545953  -3.554628  0.275613  -0.362
N  0.407717  -3.229206  2.425320  -0.500
C  1.198497  -2.368414  1.630142  0.356
C  1.373077  -2.637439  0.279754  -1.294
C  2.110741  -1.748740  -0.475802  -0.194
C  2.689572  -0.602802  0.044709  0.102
C  3.468288  0.386224  -0.806064  -1.251
C  3.147510  0.336566  -2.308647  -0.452
C  1.844481  1.074050  -2.674089  -0.933
C  0.644780  0.173550  -2.995327  -0.372
C  0.871820  -0.719515  -4.233205  -1.139
C  0.835600  -2.234428  -3.976635  -0.630
C  -0.340681  -2.703533  -3.114262  0.184
C  -1.705072  -2.388522  -3.706370  -0.871
O  -1.705068  -2.648513  -5.100674  -0.340
C  -2.854242  -2.062128  -5.702037  -0.770
C  2.543060  -0.364415  1.419394  0.112
N  3.105033  0.759406  2.074939  -0.418
C  1.797888  -1.252212  2.189613  0.662
S  1.531372  -1.013077  3.928690  -0.382
H  -6.352919  0.576862  1.388871  0.343
H  -6.811919  1.571440  2.805598  0.387
H  -5.106895  1.275878  2.434245  0.328
H  -5.693140  -0.196008  4.276841  0.191
H  -7.130363  -0.729467  3.411945  0.138
H  -4.774205  -2.124876  4.862640  0.393
H  -4.512889  -3.620440  3.876590  0.420
H  -3.109095  -0.636747  5.378473  0.345
H  -0.724178  0.030992  5.377677  0.428
H  -3.322001  -4.460681  2.582320  0.378
H  -1.649212  -4.955195  2.420656  0.486
H  -1.682750  -4.388949  0.213170  0.291
H  -1.800707  -2.723592  0.736526  0.267
H  -0.021106  -3.954567  1.874152  0.354
H  0.925517  -3.530647  -0.138892  0.452
H  2.233145  -1.947338  -1.531201  0.411
H  3.126115  1.375305  -0.482728  0.220
H  4.541234  0.335814  -0.604358  0.589
H  3.187511  -0.672418  -2.720509  0.071
H  3.961078  0.884113  -2.793468  0.529
H  2.054140  1.654091  -3.578938  0.364
H  1.588675  1.818304  -1.916569  0.254
H  -0.207961  0.821405  -3.214680  0.382
H  0.405511  -0.394494  -2.096695  0.229
H  0.205351  -0.460320  -5.056007  0.506
H  1.879855  -0.489170  -4.596215  0.500
H  0.700336  -2.716980  -4.945740  0.549
H  1.777793  -2.630590  -3.592177  0.143
H  -0.264089  -3.795335  -3.058744  0.470
H  -0.261572  -2.363276  -2.080528  -0.385
H  -2.424731  -3.095337  -3.267625  0.517
H  -2.072502  -1.382092  -3.472598  0.387
H  -2.953605  -2.508568  -6.687305  0.248
H  -3.723155  -2.285599  -5.075716  0.316
H  -2.704895  -0.979773  -5.761559  0.297
H  2.408230  1.467901  2.270502  0.177
H  3.852558  1.157129  1.525419  0.210
C  -12.010602  0.664471  5.308998  -0.697
O  -11.109887  0.367151  6.397705  -0.305
P  -10.082040  -0.865384  6.204734  0.955
O  -10.924105  -2.075089  6.070272  -0.682
O  -9.459289  -0.685004  7.682501  -0.337
C  -10.250823  -1.055017  8.810543  -0.674
O  -8.670105  -1.178415  5.521704  -0.182
C  -8.066049  -2.433931  5.838876  -0.048
H  -12.307340  1.706419  5.397829  0.245
H  -11.536755  0.514906  4.341021  0.316
H  -12.890474  0.028669  5.385816  0.280
H  -10.942008  -1.859996  8.560855  0.346
H  -10.804941  -0.192148  9.181064  0.241
H  -9.570122  -1.396595  9.588193  0.234
H  -8.531557  -3.228369  5.259711  0.257
H  -8.136313  -2.650679  6.902879  0.337
H  -7.017777  -2.353819  5.558122  -0.240
C  0.259236  6.166385  -5.548571  -0.688
O  1.252218  6.774507  -4.695075  -0.347
P  1.626769  6.011087  -3.319546  1.117
O  0.380645  5.998331  -2.520763  -0.673
O  2.679053  7.153349  -2.883558  -0.306
C  2.181154  8.423592  -2.466280  -0.722
O  2.543601  4.805902  -2.802211  -0.344
C  2.666687  4.681663  -1.385153  -0.392
H  0.422724  6.529257  -6.560137  0.249
H  0.336431  5.081004  -5.547397  0.300
H  -0.733289  6.461156  -5.213260  0.280
H  1.196005  8.330806  -2.008558  0.357
H  2.132431  9.106403  -3.314924  0.268
H  2.880093  8.822433  -1.733052  0.221
H  1.777968  4.205059  -0.974159  0.213
H  2.827254  5.649529  -0.915628  0.223
H  3.529431  4.046727  -1.189852  0.221
C  5.889936  -3.118661  -3.532751  -0.767
O  6.138990  -4.271850  -4.365562  -0.366
P  5.335037  -4.374574  -5.772531  0.992
O  3.906529  -4.464447  -5.394448  -0.503
O  6.028671  -5.802167  -6.094087  -0.346
C  5.650071  -6.939605  -5.321495  -0.600
O  5.393115  -3.926319  -7.312682  -0.396
C  4.506623  -4.612837  -8.199550  -0.484
H  6.755937  -2.977623  -2.890861  0.359
H  5.740384  -2.217619  -4.124703  0.317
H  5.009659  -3.300796  -2.917788  0.292
H  4.620526  -6.855428  -4.972363  0.317
H  6.321037  -7.058239  -4.470101  0.232
H  5.738878  -7.814068  -5.963824  0.238
H  3.499422  -4.213036  -8.103653  0.210
H  4.506152  -5.684081  -8.009492  0.264
H  4.872898  -4.429334  -9.207358  0.242
C  9.004037  5.523569  2.104384  -0.725
O  7.869913  4.634742  2.012358  -0.367
P  6.395797  5.282283  2.160840  0.793
O  6.342926  5.841003  3.529483  -0.669
O  5.670641  3.849460  2.002437  0.025
C  5.758129  2.905617  3.072432  -0.608
O  5.305058  6.059999  1.281838  -0.227
C  4.018656  6.221790  1.885348  -0.478
H  9.836252  5.055856  1.584513  0.241
H  8.799026  6.487983  1.644292  0.324
H  9.264753  5.667424  3.151108  0.287
H  5.850990  3.396829  4.040859  0.374
H  6.607655  2.239875  2.915721  0.260
H  4.845623  2.315341  3.064271  0.144
H  4.044900  7.035251  2.606785  0.286
H  3.687322  5.303373  2.366641  0.186
H  3.327403  6.474294  1.084041  0.206

Forces on atoms 1 to 2 (eV/Å):
C 0.7 -0.3 0.2
C -0.4 0.3 0.2


Record 2
Computed, not measured: a 2-piece molecular cluster, C4H6OS overall, with ωB97M-V with the def2-TZVPD basis set.

Last column: Mulliken charge in e.
CARTESIAN COORDINATES (ANGSTROEM)
C  -1.040602  1.085258  2.122136  -0.217
C  0.104923  1.565948  2.228062  -0.359
C  0.650044  -1.097317  -0.884114  0.029
C  -0.678870  -0.595472  -0.639383  -0.749
O  0.264802  -0.754138  -3.266289  -0.554
S  1.270275  -1.278809  -2.322210  0.271
H  1.221250  -1.439476  0.046849  0.278
H  0.169213  2.126205  1.346161  0.322
H  0.999379  1.703260  2.920736  0.290
H  -1.264618  -1.193948  0.007159  0.348
H  -1.178364  -0.395850  -1.516157  0.404
H  -0.517433  0.274339  -0.042951  -0.064

Forces on atoms 1 to 2 (eV/Å):
C -2.4 -1.1 0.1
C 4.0 0.6 3.0

Values from the calculation:
* relative energy (zero: lowest compared OMol25 entry of this formula, charge and spin): 589.7 kJ/mol


Record 3
Computed, not measured: one molecule with the formula C3H5IO, with ωB97M-V with the def2-TZVPD basis set.

Last column: Mulliken charge in e.
CARTESIAN COORDINATES (ANGSTROEM)
C  1.225580  -1.234351  -0.782315  -0.506
C  0.625077  -0.492962  0.175265  -0.508
C  -1.800990  1.624248  0.407888  -0.383
O  -2.242992  1.750379  -0.877823  -0.373
I  -1.316616  -0.777189  0.910292  0.205
H  1.096288  -2.272493  -0.864487  0.281
H  2.035151  -0.792300  -1.319188  0.263
H  0.763756  0.554985  0.320963  0.468
H  -2.803346  1.738977  1.041256  0.199
H  -1.614681  1.754553  -1.649486  0.355

Forces on atoms 1 to 2 (eV/Å):
C -0.3 1.6 2.4
C -0.6 -0.5 -2.0

Values from the calculation:
* relative energy (zero: lowest compared OMol25 entry of this formula, charge and spin): 402.9 kJ/mol


Record 4
Computed, not measured: a 8-piece molecular cluster, C36H96N8O10 overall, with ωB97M-V with the def2-TZVPD basis set.

Last column: Mulliken charge in e.
CARTESIAN COORDINATES (ANGSTROEM)
C  -0.253023  15.917756  23.044460  -0.696
O  -0.994159  14.711751  23.106706  -0.277
C  -1.234360  14.249033  24.437302  -0.716
C  -1.867887  12.860669  24.397778  0.509
C  -3.088769  12.831138  23.508794  -1.320
N  -2.189197  12.438124  25.718365  -0.739
H  -0.133718  16.148260  21.985813  0.233
H  0.683836  15.819555  23.592868  0.266
H  -0.821132  16.702164  23.544516  0.306
H  -0.303988  14.146952  24.995952  0.296
H  -1.907933  14.972661  24.896390  0.345
H  -1.103556  12.150514  24.082218  0.242
H  -2.765758  12.956437  22.475329  0.317
H  -3.802117  13.621697  23.741679  0.303
H  -3.514878  11.829963  23.573580  0.427
H  -2.795979  11.630720  25.721011  0.231
H  -1.300171  12.122534  26.079106  0.272
C  4.045584  4.437107  21.659930  -0.776
O  4.074339  5.449029  22.595276  -0.261
C  4.532666  4.897200  23.864172  -0.695
C  4.556349  5.924232  24.984266  0.630
C  5.193367  7.214967  24.465020  -1.689
N  5.354604  5.434192  26.098622  -0.747
H  3.597701  3.530388  22.066605  0.331
H  5.005123  4.263491  21.172852  0.310
H  3.337093  4.741355  20.889480  0.222
H  3.896785  4.092021  24.232174  0.316
H  5.556883  4.577488  23.672148  0.335
H  3.544636  6.229806  25.251032  0.273
H  4.965850  8.042355  25.137149  0.399
H  4.888795  7.551671  23.474080  0.392
H  6.278625  7.162555  24.377869  0.410
H  5.552935  6.242609  26.670653  0.276
H  4.673033  4.921295  26.639467  0.268
C  5.225538  8.326437  14.949777  -0.617
O  3.929113  8.300795  15.557469  -0.313
C  3.878783  7.999812  16.925900  -0.475
C  2.402129  8.214678  17.380066  0.413
C  1.708584  9.506530  16.899047  -1.319
N  2.260785  8.209331  18.798522  -0.680
H  5.814306  8.958834  15.614248  0.232
H  5.161315  8.709007  13.931150  0.228
H  5.647773  7.321565  14.943111  0.270
H  4.291452  7.016803  17.152849  0.407
H  4.579999  8.673286  17.418667  0.181
H  1.810084  7.366512  17.036268  0.236
H  1.735371  9.636234  15.817126  0.345
H  2.204164  10.406592  17.262913  0.264
H  0.703834  9.532398  17.320844  0.387
H  2.963186  7.537032  19.071896  0.192
H  2.686664  9.060841  19.135657  0.274
C  9.993082  19.620513  23.303533  -0.757
O  10.432863  18.427101  24.061830  -0.335
C  9.572159  17.302982  23.931750  -0.564
C  10.304262  16.006995  24.338138  0.588
C  11.559639  15.822550  23.511464  -1.543
N  9.502336  14.876813  24.138492  -0.504
H  10.568129  20.474678  23.661036  0.263
H  8.944444  19.840877  23.503347  0.309
H  10.235996  19.574246  22.241950  0.296
H  8.759530  17.420342  24.648644  0.303
H  9.164062  17.289823  22.921117  0.355
H  10.631381  15.966331  25.377100  0.301
H  12.237687  16.626026  23.799165  0.360
H  11.295177  15.775908  22.455067  0.275
H  12.040402  14.855335  23.657984  0.439
H  10.027055  14.038385  24.342964  0.147
H  8.747636  14.932191  24.807427  0.076
C  4.039913  12.556737  21.094037  -0.885
O  4.794350  11.613440  20.362759  -0.174
C  6.156120  11.698129  20.818061  -0.572
C  6.841811  12.858091  20.047325  0.814
C  6.635635  12.820993  18.566567  -1.525
N  8.278791  12.653168  20.213882  -0.493
H  3.890328  12.212870  22.117500  0.312
H  3.107466  12.605172  20.531622  0.272
H  4.378054  13.591539  21.039769  0.319
H  6.218855  11.752520  21.904897  0.328
H  6.721559  10.805249  20.551347  0.122
H  6.608719  13.874577  20.364363  0.269
H  5.567819  12.887419  18.358097  0.337
H  6.990738  11.875665  18.156249  0.217
H  7.193140  13.633879  18.101280  0.427
H  8.719082  13.468893  19.812838  -0.044
H  8.438300  12.900750  21.179985  0.243
C  8.149224  16.285588  11.603225  -0.724
O  6.818837  16.504294  11.885136  -0.371
C  6.269042  15.340212  12.429272  -0.847
C  4.738043  15.239324  12.318898  0.658
C  4.175441  13.919218  12.890893  -1.399
N  4.385046  15.425095  10.943262  -0.794
H  8.654490  17.247051  11.511585  0.252
H  8.281697  15.773879  10.649967  0.304
H  8.626250  15.660038  12.357704  0.308
H  6.665164  14.457879  11.926592  0.410
H  6.539982  15.310387  13.484641  0.367
H  4.268623  16.027772  12.907209  0.324
H  3.178836  14.101737  13.292812  0.348
H  4.715891  13.638409  13.794856  0.298
H  4.134170  13.092251  12.181992  0.346
H  5.140891  15.969355  10.552642  0.272
H  3.588913  16.045537  10.906964  0.249
C  9.754062  7.535682  19.632598  -0.447
O  10.766647  8.318459  19.007509  -0.356
C  10.390088  9.289778  18.076609  0.204
C  11.577882  10.289545  17.925064  -0.823
N  11.117639  11.554836  17.312961  -0.383
C  12.241735  12.520975  17.175999  -0.576
C  11.657666  13.872196  16.967804  -0.688
O  11.001694  14.312970  18.170483  -0.201
C  10.226045  15.469219  17.963625  -0.855
H  9.470023  6.721121  18.966329  0.260
H  8.980573  8.245040  19.926926  0.099
H  10.122361  7.174655  20.592870  0.243
H  9.584042  9.881595  18.510386  -0.162
H  10.092244  8.873501  17.114253  0.284
H  12.346565  9.742315  17.379374  0.402
H  12.078294  10.448020  18.880345  0.340
H  10.583898  11.880619  18.106104  0.183
H  12.804232  12.210284  16.295555  0.390
H  12.845405  12.535178  18.083456  0.347
H  11.022726  13.850522  16.082091  0.376
H  12.504169  14.530726  16.773175  0.420
H  9.543484  15.301110  17.130586  0.310
H  10.873087  16.316549  17.736800  0.363
H  9.527878  15.729483  18.759204  0.262
C  5.678998  14.053224  26.556823  -0.840
O  6.973227  13.579322  27.030782  -0.198
C  7.096881  13.307331  28.431719  -0.635
C  8.525796  12.827189  28.692064  -0.664
N  8.870091  11.676705  27.903208  -0.397
C  10.284797  11.384920  27.888998  -0.596
C  10.582324  10.362516  26.795506  -0.734
O  10.403891  10.879666  25.462392  -0.201
C  10.361292  9.939790  24.370118  -0.769
H  5.514939  15.028354  27.015396  0.326
H  4.784528  13.569002  26.948690  0.359
H  5.748525  14.115863  25.470843  0.216
H  6.362464  12.577427  28.772245  0.421
H  7.049157  14.235761  29.000781  0.388
H  8.735427  12.574121  29.731352  0.350
H  9.184150  13.658918  28.441245  0.317
H  8.487230  11.791742  26.975701  0.290
H  10.655343  11.070887  28.864785  0.364
H  10.877285  12.269771  27.656408  0.327
H  9.980562  9.457852  26.882554  0.421
H  11.642990  10.117294  26.849726  0.405
H  11.252205  9.312932  24.407925  0.355
H  10.421595  10.421966  23.394432  0.248
H  9.604058  9.158865  24.439693  0.256

Forces on atoms 1 to 2 (eV/Å):
C -0.7 -0.5 0.4
O 0.3 -0.6 0.1

Values from the calculation:
* relative energy (zero: lowest compared OMol25 entry of this formula, charge and spin): 289.7 kJ/mol


For each record above, in turn, the calculated HOMO level values are -7.7, -9.2, -7.7, -8.8 eV.
For each record above, in turn, the calculated HOMO-LUMO gap values are 7.7, 8.8, 8.2, 9.0 eV.
For each record above, in turn, the calculated energy values are -5142.1238, -629.2226, -490.0595, -2619.3328 a.u..